Below is a cluster of 10 separate species, C46H73O24P in total, with properties calculated with ωB97M-V with the def2-TZVPD basis set.

Computed properties:
Gap between HOMO and LUMO (eV): 9.735
Maximum force (eV/A): 1.197
HOMO energy (eV): -9.5200
SMILES string: CCOP(=O)(CCC[C@@H]1COC(=O)O1)OCC.O=C1CCCO1.O=C1CCCO1.O=C1CCCO1.O=C1CCCO1.O=C1CCCO1.O=C1CCCO1.O=C1CCCO1.O=C1CCCO1.O=C1CCCO1

The geometry in XYZ format:
```
144
Properties=species:S:1:pos:R:3:forces:R:3
C 1.13935 3.97538 -1.41363 0.1 0.0 -0.3
C 1.33723 2.62630 -0.74355 -0.2 -0.1 0.3
O 0.44449 1.59034 -1.26854 0.1 0.3 0.2
P 0.79919 0.89650 -2.65201 0.3 0.0 -0.7
O 1.82291 1.61377 -3.44329 -0.3 0.0 0.3
C -0.78043 0.76219 -3.50050 -0.1 0.0 -0.1
C -1.70872 1.98917 -3.36977 -0.2 0.0 -0.2
C -3.08881 1.77112 -2.73059 0.6 0.0 0.0
C -3.18964 1.14094 -1.35921 -1.0 0.0 0.6
C -2.45350 1.80301 -0.18240 -0.5 0.4 0.0
O -1.94507 0.70050 0.56370 0.3 0.5 0.1
C -1.98419 -0.41198 -0.19555 -0.5 0.5 -0.1
O -1.40786 -1.40623 0.05842 0.4 -1.1 0.4
O -2.81453 -0.24931 -1.23686 0.4 0.5 -0.7
O 1.17884 -0.61505 -2.33746 0.2 0.2 -0.1
C 2.58671 -0.96635 -2.44376 0.5 -0.5 0.3
C 3.43786 -0.35157 -1.32718 -0.3 0.0 -0.1
H 2.10339 4.48732 -1.48197 -0.1 0.1 0.1
H 0.43497 4.60792 -0.86928 0.0 0.0 0.0
H 0.79091 3.86600 -2.44328 0.1 -0.1 0.1
H 2.36470 2.27942 -0.80753 0.0 0.0 -0.1
H 1.08833 2.68570 0.31453 0.1 -0.1 0.0
H -0.45138 0.69932 -4.54276 0.0 -0.2 0.1
H -1.27293 -0.18378 -3.27060 0.0 0.1 0.1
H -1.89986 2.34050 -4.38880 0.0 0.1 0.2
H -1.21550 2.82177 -2.86218 0.1 -0.2 0.0
H -3.74874 1.24197 -3.42000 0.0 -0.2 0.1
H -3.53912 2.76070 -2.57815 0.0 0.0 -0.2
H -4.26008 1.17766 -1.12494 0.1 -0.3 0.0
H -1.66373 2.50619 -0.45187 0.2 -0.4 -0.1
H -3.18396 2.33882 0.43253 0.2 -0.1 0.1
H 2.95323 -0.72083 -3.43984 -0.1 0.1 0.1
H 2.62306 -2.05328 -2.36311 -0.3 0.1 0.0
H 2.78281 -0.00799 -0.52465 0.1 0.0 0.0
H 4.10903 -1.09247 -0.88893 0.0 0.0 -0.1
H 4.02905 0.49382 -1.67867 -0.1 0.0 0.0
O 1.03070 2.73959 2.90242 -0.1 0.4 0.1
C 0.07331 2.29973 3.46567 0.2 -0.5 -0.1
C -0.31334 0.83817 3.58577 -0.3 0.1 -0.1
C -1.77647 0.90978 4.00688 0.0 0.0 -0.1
C -1.82111 2.24131 4.75340 0.0 -0.1 0.0
O -0.83312 3.07052 4.11467 -0.1 0.1 0.0
H 0.31959 0.38334 4.34907 0.0 0.0 0.0
H -0.15532 0.32490 2.64008 0.1 0.0 0.0
H -2.10706 0.06459 4.60774 0.0 0.0 0.1
H -2.40223 0.95298 3.11449 0.0 0.0 0.0
H -1.54412 2.13114 5.80394 0.0 0.0 0.0
H -2.78280 2.74564 4.69498 0.0 0.1 0.0
O 3.47687 -3.16057 -4.49376 0.1 -0.1 -0.1
C 2.84986 -4.17939 -4.51870 0.0 0.1 0.2
C 2.83436 -5.28944 -3.48313 0.0 -0.2 -0.2
C 2.17970 -6.44717 -4.23655 0.1 0.1 0.1
C 1.29371 -5.70918 -5.23352 0.1 0.0 0.1
O 1.99328 -4.48055 -5.51758 -0.1 -0.1 -0.1
H 2.23001 -4.95235 -2.63861 0.0 0.0 0.0
H 3.84377 -5.49953 -3.14118 0.0 0.1 0.1
H 1.62470 -7.13702 -3.60459 0.0 0.0 0.0
H 2.93753 -7.01773 -4.77445 0.0 0.0 0.0
H 0.31948 -5.45187 -4.80813 0.0 0.0 0.0
H 1.15133 -6.25156 -6.15758 0.0 0.0 -0.1
O 3.78817 1.71593 1.33490 0.3 0.0 -0.1
C 4.52105 2.37514 2.01483 -0.5 0.0 0.2
C 4.13637 3.25967 3.18712 0.4 0.2 -0.1
C 5.37221 4.13935 3.36074 -0.1 0.0 -0.1
C 6.47849 3.22447 2.85220 0.0 0.1 0.1
O 5.85987 2.41053 1.83319 0.2 0.1 0.0
H 3.96810 2.61808 4.05403 -0.1 0.0 0.0
H 3.22488 3.80219 2.96324 -0.1 -0.1 0.1
H 5.53763 4.47933 4.37668 0.0 -0.1 0.0
H 5.29222 5.01963 2.72002 0.0 0.0 0.0
H 6.84759 2.55919 3.63950 0.0 0.0 0.0
H 7.32084 3.76508 2.43180 -0.1 -0.1 -0.2
O 9.10476 4.90276 3.06235 0.1 0.1 0.1
C 9.93150 4.16131 3.50772 0.0 0.1 -0.1
C 10.96494 3.34659 2.75792 0.0 -0.3 0.2
C 11.40978 2.32088 3.80134 -0.1 0.1 -0.1
C 11.18013 3.08102 5.10275 0.1 -0.1 0.0
O 10.05760 3.94538 4.83949 0.0 0.0 0.1
H 11.77284 4.01690 2.46076 0.0 0.0 0.0
H 10.52218 2.90304 1.87068 0.0 0.1 -0.1
H 12.43495 1.97748 3.68515 0.0 0.1 0.0
H 10.75459 1.45021 3.76304 0.0 0.0 0.0
H 12.03301 3.70512 5.37659 0.0 0.0 0.0
H 10.92778 2.43864 5.94255 -0.1 0.0 0.0
O -5.98325 -0.74567 -1.62762 0.0 -0.1 0.0
C -6.11052 -1.93690 -1.73327 0.0 0.3 0.2
C -5.80101 -3.00699 -0.71837 0.1 -0.2 -0.1
C -5.78505 -4.27948 -1.56440 0.0 0.1 0.0
C -6.76181 -3.91641 -2.67783 0.0 -0.1 0.0
O -6.62027 -2.49159 -2.85298 -0.1 -0.1 -0.1
H -6.60037 -3.02128 0.03222 0.2 0.0 -0.2
H -4.85448 -2.80179 -0.22488 -0.1 0.1 0.1
H -6.07359 -5.17776 -1.02334 -0.1 0.0 0.0
H -4.78915 -4.43833 -1.98095 0.0 0.0 0.0
H -7.79800 -4.12250 -2.40343 0.0 0.0 0.0
H -6.54461 -4.39923 -3.62710 0.0 0.1 -0.1
O -11.58013 1.97085 -3.30402 0.0 0.0 0.0
C -10.48543 1.63242 -2.96351 0.0 0.1 0.0
C -9.14639 2.20086 -3.39856 0.1 -0.3 0.0
C -8.15631 1.12008 -2.96170 -0.1 0.1 -0.1
C -8.87897 0.50533 -1.76993 0.1 0.0 -0.1
O -10.28179 0.63662 -2.06902 0.0 -0.1 0.1
H -8.99213 3.14270 -2.86931 0.0 0.0 0.0
H -9.14802 2.38735 -4.46855 -0.1 0.1 0.0
H -7.16473 1.48480 -2.71141 0.0 0.0 0.1
H -8.04900 0.37375 -3.74904 0.0 0.0 0.0
H -8.67499 1.04044 -0.83946 0.0 0.0 0.0
H -8.64887 -0.54589 -1.62965 -0.1 0.0 0.0
O -7.64538 -3.19478 1.88342 -0.1 0.1 0.1
C -7.15435 -2.38000 2.61309 -0.1 -0.1 0.0
C -7.82894 -1.53373 3.67485 0.2 0.3 -0.1
C -6.79364 -0.43810 3.93833 -0.1 -0.1 -0.1
C -5.48933 -1.15521 3.60465 0.0 0.1 0.1
O -5.83374 -2.10297 2.57979 0.1 0.0 0.0
H -8.00199 -2.16320 4.54897 0.0 0.0 0.0
H -8.78009 -1.15792 3.30968 -0.1 -0.1 0.0
H -6.81091 -0.03093 4.94650 0.0 -0.1 0.0
H -6.94993 0.38335 3.23804 0.0 0.0 0.0
H -5.08483 -1.70771 4.45498 0.0 0.0 0.0
H -4.71943 -0.49204 3.21689 0.0 -0.1 -0.1
O 0.25718 -8.31500 -6.96663 -0.1 0.0 0.0
C -0.80462 -7.87708 -7.30407 0.0 -0.1 0.1
C -2.16326 -8.54974 -7.23826 -0.1 0.2 -0.3
C -3.01678 -7.67635 -8.15846 0.1 -0.1 0.1
C -2.32765 -6.32186 -8.02680 -0.1 0.0 0.0
O -0.94049 -6.62885 -7.80195 0.0 0.1 -0.1
H -2.50637 -8.51902 -6.20293 0.0 0.0 0.0
H -2.08734 -9.58400 -7.56034 0.0 0.0 0.1
H -4.07175 -7.64357 -7.89608 0.0 0.0 0.0
H -2.93422 -8.03361 -9.18538 0.0 0.0 0.0
H -2.69326 -5.74980 -7.17171 0.0 0.0 0.0
H -2.40059 -5.70635 -8.91922 0.1 0.0 0.0
O 5.97030 2.34595 8.16386 0.0 0.0 0.0
C 6.49095 3.36378 7.81629 0.1 -0.1 0.0
C 7.65460 4.09128 8.46550 -0.1 0.3 -0.1
C 7.58799 5.47806 7.82769 0.0 -0.1 0.1
C 6.96471 5.16629 6.47198 0.1 0.1 0.0
O 6.09792 4.03587 6.70823 0.0 0.1 0.0
H 8.57182 3.56084 8.20512 0.0 0.0 0.0
H 7.53747 4.09807 9.54521 0.1 -0.1 0.0
H 8.54881 5.98108 7.74392 0.0 0.0 -0.1
H 6.91967 6.11758 8.40572 0.0 0.0 0.0
H 7.71217 4.88006 5.73026 0.0 0.0 0.0
H 6.37201 5.98758 6.07680 -0.1 -0.1 0.0
```
Forces are in eV/Å.